The ion C6H12NS with charge +1 at a distorted geometry. Source: the OMol25 dataset; level of theory: the ωB97M-V functional and the def2-TZVPD basis.

```
20
Properties=species:S:1:pos:R:3:forces:R:3
C 2.1797 1.2553 -0.5705 2.6847 1.8418 0.4207
C 1.2969 0.4029 -0.1202 -1.5441 -0.3177 -0.5971
C -0.5500 -0.8992 -1.0700 -3.3803 0.5849 -1.3968
C -1.6698 -1.1819 0.0359 1.7705 -1.5072 -0.2074
C -1.7577 1.3006 0.8698 1.5594 -1.3831 -0.5130
C 1.3049 -0.5213 1.0672 -0.4350 0.8152 -0.2702
N 0.0350 0.3743 -0.8113 0.3529 0.3450 -1.5383
S -2.7641 0.1932 0.1093 0.7213 1.1703 1.6765
H 1.9836 2.0213 -1.3261 -0.3828 -0.7165 -0.1861
H 3.2079 1.4490 -0.1718 -1.1850 -0.6721 0.1337
H 0.0085 -1.8035 -1.0922 1.2436 -0.3558 0.1625
H -1.0969 -0.9224 -2.1017 0.9845 0.3724 1.7735
H -2.1491 -2.0925 -0.3176 -0.7091 0.2207 0.1419
H -1.1154 -1.5016 0.9731 -1.1634 0.9858 -0.7597
H -0.6624 0.9261 1.0957 -2.8956 1.0892 0.0809
H -2.0366 2.3585 1.0849 0.0009 -0.9956 -0.4490
H 0.9701 -1.4939 0.7993 -0.1653 -0.9565 -0.4516
H 0.5465 -0.2075 1.8443 1.4660 -0.0441 -0.3245
H 2.3257 -0.6522 1.3498 0.4637 0.2065 1.0566
H -0.0567 0.9947 -1.6480 0.6132 -0.6831 1.2474
```
Forces are in eV/Å.

Output
Energy above the lowest of the compared OMol25 structures with the same formula, charge and spin ... 73.4 kcal/mol
Charge ... +1
LUMO level ... -0.2144 Ha